The following is a DFT calculation (ωB97M-V with the def2-TZVPD basis set) of a structure of composition C46H36BrIN6O4SeSn.

Structure (XYZ):
```
96
C46H36BrIN6O4SeSn ωB97M-V with the def2-TZVPD basis set
Sn 0.10 0.18 0.69
C -2.28 -1.16 -3.41
C -2.73 0.26 -3.28
N -3.74 0.69 -3.98
C -4.14 1.98 -3.82
C -3.52 2.86 -2.97
C -4.11 4.24 -2.84
O -4.55 4.55 -1.51
C -2.40 2.44 -2.21
C -1.71 3.40 -1.37
N -0.87 3.14 -0.45
C -0.45 4.19 0.38
C -1.37 5.13 0.85
C -1.00 6.13 1.73
C 0.31 6.22 2.18
C 1.24 5.29 1.74
C 0.86 4.29 0.85
I 2.35 2.94 0.25
C -1.97 1.09 -2.35
O -0.97 0.59 -1.78
H -2.83 -1.65 -4.22
H -2.45 -1.70 -2.47
H -1.21 -1.21 -3.59
H -5.01 2.28 -4.39
H -4.96 4.33 -3.52
H -3.38 5.02 -3.12
H -4.73 3.70 -1.08
H -1.98 4.45 -1.56
H -2.41 5.04 0.54
H -1.75 6.83 2.10
H 0.60 6.97 2.90
H 2.25 5.31 2.11
N 2.76 -2.21 -3.36
C 2.80 -0.82 -3.42
C 3.93 -0.22 -4.00
C 3.94 1.16 -4.10
C 2.87 1.90 -3.63
C 1.81 1.21 -3.05
N 1.78 -0.12 -2.95
C 1.70 -3.03 -2.93
C 1.49 -4.24 -3.61
C 0.47 -5.06 -3.18
C -0.32 -4.65 -2.11
C -0.02 -3.44 -1.50
N 0.98 -2.66 -1.89
H 3.42 -2.67 -3.96
H 4.75 -0.82 -4.36
H 4.80 1.65 -4.55
H 2.85 2.98 -3.69
H 0.94 1.71 -2.65
H 2.12 -4.51 -4.45
H 0.28 -6.00 -3.68
H -1.15 -5.24 -1.76
H -0.60 -3.09 -0.65
C 5.83 -4.46 1.62
C 4.74 -4.46 2.49
C 3.69 -3.58 2.31
C 3.69 -2.66 1.26
C 4.79 -2.68 0.39
C 5.84 -3.56 0.57
C 2.61 -1.69 0.99
C 1.62 -1.25 1.77
C 1.40 -1.63 3.16
C 2.14 -1.05 4.20
C 1.88 -1.38 5.53
C 0.88 -2.29 5.85
C 0.14 -2.87 4.82
C 0.38 -2.53 3.50
H 6.65 -5.15 1.77
H 4.71 -5.17 3.31
H 2.85 -3.61 2.99
H 4.80 -1.99 -0.45
H 6.68 -3.55 -0.12
H 2.66 -1.29 -0.03
H 2.90 -0.32 3.96
H 2.45 -0.90 6.31
H 0.68 -2.54 6.88
H -0.66 -3.56 5.06
H -0.23 -2.95 2.71
Se -0.79 1.24 3.30
C 0.72 2.07 3.91
N 1.67 2.61 4.30
Br -6.37 2.90 2.84
C -5.22 1.48 2.28
C -4.25 1.73 1.33
C -3.42 0.69 0.94
C -3.56 -0.58 1.50
C -4.54 -0.80 2.45
C -5.38 0.23 2.86
C -2.64 -1.72 1.09
O -3.12 -2.85 1.04
O -1.43 -1.42 0.81
H -4.12 2.72 0.93
H -2.65 0.88 0.20
H -4.65 -1.79 2.86
H -6.14 0.07 3.61
```

Calculated values
Electronic energy: -214740.8374 eV
Relative energy (zero: lowest compared OMol25 entry of this formula, charge and spin): 0.000 eV
Max |F|: 0.5 eV/Å
LUMO: 3.871 eV
Total charge: -2

***

The following is a DFT calculation (ωB97M-V with the def2-TZVPD basis set) of a structure of composition C46H36IN2O3P2PdS in a non-equilibrium geometry.

Structure (XYZ):
```
92
C46H36IN2O3P2PdS ωB97M-V with the def2-TZVPD basis set
Pd -0.38 -0.45 -0.01
O -0.53 -0.05 -3.93
S -0.33 0.31 -2.50
C -0.95 2.00 -2.34
C -0.67 2.86 -3.39
C -1.16 4.16 -3.33
C -1.99 4.58 -2.31
C -2.33 3.69 -1.29
C -1.70 2.43 -1.25
P -2.06 1.36 0.12
C -3.83 1.06 0.01
C -4.66 1.09 1.14
C -6.03 0.87 1.01
C -6.58 0.67 -0.25
C -5.80 0.81 -1.39
C -4.44 1.07 -1.26
C -1.72 2.06 1.72
C -1.43 3.41 1.87
C -1.06 3.88 3.12
C -1.04 3.05 4.21
C -1.33 1.71 4.07
C -1.76 1.22 2.84
C 1.46 0.36 -2.28
C 2.20 1.47 -2.61
C 3.58 1.35 -2.72
C 4.21 0.15 -2.43
C 3.47 -0.95 -2.01
C 2.09 -0.80 -1.83
P 1.13 -2.11 -1.08
C 0.77 -3.33 -2.38
C -0.05 -4.42 -2.07
C -0.22 -5.45 -3.00
C 0.43 -5.40 -4.22
C 1.29 -4.35 -4.51
C 1.49 -3.35 -3.58
C 2.16 -2.84 0.21
C 3.10 -2.04 0.85
C 4.03 -2.60 1.71
C 3.94 -3.94 2.04
C 2.99 -4.75 1.43
C 2.16 -4.23 0.45
H -0.11 2.49 -4.26
H -0.89 4.85 -4.13
H -2.43 5.57 -2.34
H -3.09 3.98 -0.54
H -4.22 1.33 2.11
H -6.67 0.83 1.92
H -7.65 0.47 -0.35
H -6.23 0.75 -2.38
H -3.82 1.24 -2.15
H -1.41 4.08 1.00
H -0.74 4.92 3.22
H -0.72 3.44 5.19
H -1.24 1.04 4.92
H -2.07 0.17 2.73
H 1.72 2.45 -2.75
H 4.17 2.21 -3.06
H 5.29 0.07 -2.55
H 3.96 -1.90 -1.79
H -0.59 -4.47 -1.11
H -0.88 -6.29 -2.76
H 0.22 -6.18 -4.98
H 1.83 -4.30 -5.46
H 2.18 -2.53 -3.79
H 3.15 -0.98 0.64
H 4.85 -2.00 2.11
H 4.60 -4.38 2.80
H 2.92 -5.81 1.70
H 1.50 -4.89 -0.15
N -1.70 -4.06 1.57
C -2.85 -3.85 0.80
C -2.91 -2.49 0.61
N -1.84 -1.88 1.22
C -1.14 -2.87 1.80
H -1.37 -4.94 1.94
H -3.49 -4.65 0.44
H -3.64 -1.91 0.07
H -0.21 -2.71 2.35
I 4.83 5.26 4.71
C 3.66 3.90 3.60
C 2.79 4.43 2.66
C 2.06 3.54 1.88
C 2.13 2.15 2.11
C 2.99 1.66 3.09
C 3.80 2.53 3.82
C 1.30 1.26 1.32
O 0.80 1.71 0.21
O 1.08 0.02 1.69
H 2.71 5.50 2.55
H 1.43 3.93 1.07
H 3.03 0.58 3.30
H 4.51 2.21 4.59
```

Calculated values
Electronic energy: -98402.0965 eV
Relative energy (zero: lowest compared OMol25 entry of this formula, charge and spin): 0.000 eV
Max |F|: 5.2 eV/Å
LUMO (alpha / beta): 2.082 / 2.082 eV
Total charge: -1

***

The following is a DFT calculation (ωB97M-V with the def2-TZVPD basis set) of a structure of composition C46H37BMoN10O2P2S5 in a non-equilibrium geometry.

Structure (XYZ):
```
104
C46H37BMoN10O2P2S5 ωB97M-V with the def2-TZVPD basis set
Mo -0.96 1.11 -0.83
C 0.87 2.91 2.62
C 0.67 1.85 1.75
N -0.26 2.18 0.86
N -0.65 3.44 1.12
C 0.01 3.90 2.19
B -1.80 4.05 0.29
N -1.42 4.05 -1.20
C -1.44 5.06 -2.08
C -1.10 4.56 -3.33
C -0.89 3.20 -3.12
N -1.09 2.91 -1.83
N -2.95 3.05 0.48
C -4.14 3.22 1.08
C -4.72 1.98 1.24
C -3.80 1.09 0.70
N -2.74 1.75 0.24
H 1.56 2.97 3.45
H 1.14 0.88 1.71
H -0.17 4.89 2.57
H -2.10 5.14 0.67
H -1.69 6.06 -1.78
H -1.03 5.10 -4.25
H -0.59 2.43 -3.82
H -4.49 4.20 1.35
H -5.67 1.75 1.68
H -3.87 0.02 0.61
S -3.01 0.17 -1.99
C -2.54 -1.05 -3.12
C -3.58 -1.82 -3.72
N -4.43 -2.45 -4.17
C -1.24 -1.26 -3.39
S -0.01 -0.24 -2.67
C -0.77 -2.31 -4.21
N -0.34 -3.21 -4.79
O 1.96 -1.45 0.89
P 1.84 -2.78 0.27
C 0.13 -3.16 -0.35
P -1.10 -2.21 0.60
O -1.07 -0.71 0.56
C -0.81 -2.83 2.27
C -0.19 -2.04 3.22
C 0.14 -2.59 4.45
C -0.14 -3.93 4.71
C -0.78 -4.71 3.76
C -1.12 -4.16 2.54
C -2.73 -2.83 0.14
C -3.80 -2.31 0.88
C -5.09 -2.71 0.61
C -5.32 -3.66 -0.39
C -4.27 -4.19 -1.10
C -2.97 -3.77 -0.85
C 2.90 -3.05 -1.17
C 3.88 -2.10 -1.44
C 4.65 -2.23 -2.58
C 4.48 -3.32 -3.42
C 3.54 -4.29 -3.12
C 2.75 -4.16 -1.99
C 2.23 -4.12 1.43
C 1.79 -5.43 1.32
C 2.23 -6.39 2.22
C 3.14 -6.05 3.21
C 3.59 -4.74 3.32
C 3.13 -3.78 2.44
H -0.08 -4.22 -0.20
H 0.07 -2.93 -1.41
H 0.02 -1.00 3.00
H 0.64 -1.99 5.20
H 0.13 -4.36 5.67
H -1.02 -5.74 3.98
H -1.62 -4.76 1.79
H -3.59 -1.61 1.68
H -5.92 -2.30 1.17
H -6.34 -3.97 -0.60
H -4.45 -4.93 -1.87
H -2.15 -4.18 -1.43
H 3.99 -1.26 -0.78
H 5.39 -1.47 -2.82
H 5.06 -3.40 -4.33
H 3.41 -5.15 -3.77
H 2.00 -4.91 -1.76
H 1.10 -5.73 0.54
H 1.88 -7.41 2.13
H 3.50 -6.81 3.89
H 4.30 -4.48 4.09
H 3.46 -2.75 2.51
S 5.29 5.63 -0.94
C 3.91 4.74 -1.01
S 3.97 3.00 -1.18
C 2.22 2.93 -1.07
N 1.67 4.08 -0.94
N 2.60 5.11 -0.93
C 2.07 6.43 -0.77
C 2.77 7.59 -1.08
C 2.17 8.82 -0.90
C 0.89 8.93 -0.41
C 0.18 7.78 -0.10
C 0.77 6.54 -0.28
S 1.56 1.35 -1.19
H 3.78 7.54 -1.46
H 2.74 9.72 -1.14
H 0.43 9.90 -0.27
H -0.82 7.83 0.30
H 0.23 5.64 -0.05
```

Calculated values
Spin multiplicity: 3
Electronic energy: -142590.8598 eV
Relative energy (zero: lowest compared OMol25 entry of this formula, charge and spin): 0.023 eV
Max |F|: 1.6 eV/Å
LUMO (alpha / beta): -0.184 / -0.746 eV

***

The following is a DFT calculation (ωB97M-V with the def2-TZVPD basis set) of a structure of composition C46H37EuF9N8OP2S2Te in a non-equilibrium geometry.

Structure (XYZ):
```
107
C46H37EuF9N8OP2S2Te ωB97M-V with the def2-TZVPD basis set
Eu -1.11 0.91 0.63
Te -0.48 -3.38 -1.13
C 0.62 -4.64 -2.44
C 1.40 -4.11 -3.46
C 2.11 -4.98 -4.28
N 2.10 -6.32 -4.16
C 1.34 -6.80 -3.17
C 0.60 -6.02 -2.30
C 0.58 -1.53 -1.51
P -0.68 -0.25 -1.96
C -1.87 -1.04 -3.15
C -1.68 -1.04 -4.53
C -2.61 -1.63 -5.39
C -3.75 -2.22 -4.88
C -3.97 -2.21 -3.50
C -3.04 -1.63 -2.66
C 0.15 0.87 -3.16
C 1.22 0.48 -3.96
C 1.79 1.35 -4.87
C 1.29 2.64 -5.01
C 0.22 3.05 -4.23
C -0.34 2.17 -3.31
P 1.20 -0.96 0.15
C 1.97 -2.48 0.89
C 1.81 -2.75 2.25
C 2.38 -3.89 2.82
C 3.11 -4.76 2.04
C 3.30 -4.49 0.68
C 2.74 -3.35 0.12
C 2.87 -0.19 -0.10
C 3.59 0.15 1.04
C 4.85 0.75 0.94
C 5.40 0.99 -0.31
C 4.70 0.63 -1.45
C 3.45 0.03 -1.34
H 1.46 -3.04 -3.59
H 2.72 -4.58 -5.09
H 1.34 -7.89 -3.07
H 0.02 -6.49 -1.51
H -0.80 -0.57 -4.96
H -2.43 -1.63 -6.46
H -4.47 -2.69 -5.54
H -4.86 -2.67 -3.09
H -3.21 -1.63 -1.59
H 1.61 -0.53 -3.84
H 2.63 1.03 -5.48
H 1.75 3.33 -5.71
H -0.17 4.06 -4.32
H -1.17 2.49 -2.69
H 1.26 -2.04 2.86
H 2.24 -4.08 3.88
H 3.55 -5.65 2.48
H 3.88 -5.16 0.07
H 2.88 -3.13 -0.94
H 3.15 -0.01 2.02
H 5.37 1.04 1.84
H 6.37 1.48 -0.39
H 5.13 0.82 -2.43
H 2.90 -0.24 -2.24
C -3.00 -0.19 5.03
N -2.38 -1.13 4.11
C -1.15 -1.75 4.57
C -2.55 -0.98 2.75
N -1.70 -1.28 1.85
N -3.82 -0.53 2.40
C -4.22 -0.06 1.16
N -5.54 0.36 1.13
N -3.46 -0.08 0.14
H -2.24 0.19 5.72
H -3.80 -0.64 5.62
H -3.38 0.69 4.50
H -1.26 -1.97 5.64
H -0.29 -1.09 4.43
H -0.98 -2.69 4.06
H -0.83 -1.61 2.24
H -4.47 -0.39 3.15
H -5.90 0.75 1.99
H -5.77 0.92 0.33
H -3.93 0.29 -0.68
S 0.91 2.43 -0.23
C 1.78 2.93 1.22
C 2.76 3.90 1.06
C 3.58 4.36 2.09
C 4.58 5.34 1.82
N 5.39 6.13 1.59
C 3.39 3.82 3.40
C 2.39 2.85 3.57
C 1.58 2.38 2.54
S 0.40 1.12 2.93
C 4.17 4.23 4.52
N 4.81 4.55 5.43
H 2.91 4.30 0.06
H 2.23 2.44 4.57
F -2.72 4.44 3.63
C -2.31 4.44 2.35
F -1.04 4.11 2.33
F -2.40 5.72 1.90
C -3.20 3.44 1.51
O -2.91 2.17 1.75
C -4.70 3.75 1.88
F -5.55 3.33 0.90
F -4.98 5.05 2.09
F -5.06 3.09 2.99
C -3.01 3.78 -0.02
F -3.71 4.85 -0.47
F -1.73 3.98 -0.32
F -3.40 2.71 -0.76
```

Calculated values
Spin multiplicity: 8
Electronic energy: -153603.6596 eV
Max |F|: 1.6 eV/Å
LUMO (alpha / beta): 3.639 / 3.639 eV
Total charge: -2